Computed, not measured: C27H48ClCrOP as an isolated structure at a distorted geometry, with ωB97M-V/def2-TZVPD.

Properties
charge = -1
HOMO energy (spin up / spin down) = -2.328 / -3.803 eV
lowest unoccupied orbital energy (spin up / spin down) = 2.778 / 2.778 eV
2S+1 = 4
frontier orbital gap (spin up / spin down) = 5.11 / 6.58 eV

The geometry in XYZ format:
```
79
Properties=species:S:1:pos:R:3:forces:R:3:mulliken_spin:R:1
Cr -0.172 0.098 2.227 1.180 -0.447 -5.564 3.131
Cl -2.391 0.290 1.931 -1.683 0.147 -0.040 0.038
P -0.028 0.447 -0.359 -0.510 -0.313 -0.654 -0.034
C -0.013 1.051 3.696 0.139 1.081 3.107 -0.008
H 0.945 1.281 4.173 -0.388 0.231 0.280 0.021
H -0.896 1.506 4.150 0.146 -0.066 0.401 0.003
C 1.403 -0.406 -1.291 -0.513 0.216 0.156 -0.003
C -0.159 2.259 -0.895 -0.149 -0.366 0.098 -0.053
C 2.751 0.318 -1.221 0.316 -0.053 0.177 0.002
H 1.475 -1.324 -0.678 0.083 0.157 -0.157 0.038
C 3.883 -0.665 -1.548 -0.154 0.046 0.022 0.001
H 2.772 1.126 -1.966 0.037 -0.227 0.131 0.002
H 2.923 0.786 -0.247 -0.055 -0.121 -0.172 -0.006
C 3.713 -1.271 -2.946 0.002 0.096 -0.051 -0.001
H 4.848 -0.148 -1.474 -0.079 -0.140 -0.026 0.001
H 3.888 -1.465 -0.793 -0.002 0.113 -0.081 0.000
C 2.292 -1.784 -3.218 -0.023 -0.076 0.170 0.002
H 3.968 -0.509 -3.695 -0.043 -0.015 0.080 0.000
H 4.426 -2.093 -3.079 -0.033 0.090 -0.080 0.000
C 1.178 -0.834 -2.746 0.049 0.009 -0.229 -0.003
H 2.167 -1.981 -4.291 0.048 -0.038 0.127 0.000
H 2.161 -2.747 -2.705 -0.014 0.104 -0.023 0.000
H 1.157 0.058 -3.394 0.024 -0.185 0.169 0.001
H 0.215 -1.340 -2.877 0.343 0.135 0.001 0.001
C -1.604 -0.241 -1.167 0.405 0.404 0.220 -0.033
C 0.435 2.593 -2.268 0.001 0.096 -0.103 -0.007
H -1.253 2.409 -0.942 0.158 -0.063 -0.043 -0.010
C 0.190 4.064 -2.633 0.031 -0.068 0.104 0.002
H 1.516 2.407 -2.251 -0.254 0.162 0.008 0.000
H 0.019 1.948 -3.057 0.107 0.151 0.263 0.001
C 0.745 5.017 -1.570 0.029 -0.086 0.041 0.001
H 0.647 4.278 -3.607 -0.085 0.027 0.064 0.000
H -0.891 4.229 -2.738 0.056 -0.005 -0.004 0.000
C 0.230 4.681 -0.169 -0.285 -0.234 -0.054 0.007
H 1.842 4.963 -1.574 -0.075 -0.042 -0.019 0.000
H 0.477 6.050 -1.821 0.082 -0.036 -0.017 -0.001
C 0.368 3.195 0.194 0.417 0.288 0.091 0.063
H 0.761 5.278 0.580 -0.106 -0.028 -0.076 0.000
H -0.832 4.949 -0.101 0.017 0.103 -0.068 0.000
H 1.422 2.969 0.399 -0.341 0.063 -0.096 -0.002
H -0.164 3.002 1.139 0.238 -0.056 -0.257 0.042
C -1.665 -1.764 -1.022 -0.151 -0.082 0.002 0.033
H -2.354 0.177 -0.475 0.173 -0.167 -0.143 0.009
C -3.058 -2.298 -1.385 -0.024 0.128 0.085 0.007
H -0.912 -2.242 -1.663 -0.149 0.003 0.078 0.004
H -1.425 -2.051 0.011 -0.038 0.183 -0.223 0.020
C -3.551 -1.810 -2.754 0.139 -0.029 -0.002 0.000
H -3.044 -3.394 -1.366 -0.072 0.106 0.015 0.000
H -3.768 -1.972 -0.611 0.145 -0.014 -0.080 0.000
C -3.398 -0.296 -2.942 -0.005 0.069 0.165 0.001
H -2.995 -2.331 -3.546 0.026 0.056 0.043 0.000
H -4.604 -2.085 -2.880 0.100 -0.018 -0.048 0.000
C -1.998 0.221 -2.577 0.078 -0.179 -0.198 0.001
H -3.628 -0.023 -3.979 -0.042 -0.030 0.096 -0.001
H -4.131 0.218 -2.305 0.068 -0.063 -0.041 0.000
H -1.274 -0.141 -3.321 -0.220 0.097 0.093 0.001
H -1.999 1.317 -2.649 -0.014 -0.247 0.067 0.000
C 0.012 -1.761 2.971 -0.064 -1.085 -1.337 -0.076
C -0.215 -0.831 4.030 0.213 0.447 4.079 -0.140
H 1.054 -2.069 2.847 -0.324 0.067 0.272 0.002
C -1.502 -0.940 4.901 0.190 0.113 -0.628 0.024
H 0.622 -0.886 4.740 -0.004 0.454 -0.123 0.018
C -1.885 -2.401 5.109 0.255 0.111 -0.134 0.000
H -1.319 -0.446 5.862 0.020 -0.039 -0.123 -0.008
H -2.318 -0.395 4.409 0.104 -0.235 0.114 0.005
C -2.076 -3.113 3.770 -0.230 -0.005 -0.108 0.002
H -1.087 -2.896 5.676 0.000 -0.038 0.025 -0.001
H -2.799 -2.469 5.709 0.032 -0.068 -0.032 -0.001
C -0.911 -2.948 2.774 0.037 -0.280 -0.102 0.045
H -2.217 -4.183 3.961 -0.116 0.029 -0.070 0.000
H -2.999 -2.752 3.305 0.050 0.091 0.077 0.000
H -0.271 -3.836 2.856 -0.125 -0.112 -0.070 -0.004
H -1.304 -2.949 1.749 -0.105 -0.193 0.240 -0.027
C 2.927 -0.584 2.400 1.001 0.066 -0.107 0.011
C 1.870 0.434 2.063 -0.646 0.695 -0.191 -0.154
O 2.221 1.567 1.700 0.760 -0.879 0.349 0.032
H 3.927 -0.179 2.186 -0.024 -0.038 0.063 0.010
H 2.785 -1.500 1.810 -0.064 0.129 0.218 -0.005
H 2.873 -0.833 3.470 -0.094 -0.094 -0.221 -0.004
```
Forces are in eV/Å.

Computed, not measured: a 2-piece molecular cluster, C4H9FO overall at a distorted geometry, with ωB97M-V/def2-TZVPD.

Properties
HOMO energy (spin up / spin down) = -8.786 / -7.841 eV
relative energy (zero: lowest compared OMol25 entry of this formula, charge and spin) = 153.16 kcal per mole
lowest unoccupied orbital energy (spin up / spin down) = -0.252 / -0.744 eV
frontier orbital gap (spin up / spin down) = 8.53 / 7.10 eV

The geometry in XYZ format:
```
15
Properties=species:S:1:pos:R:3:forces:R:3:nbo_charge:R:1
C 0.121 0.720 1.275 -2.117 -2.478 -1.943 -0.718
C 0.283 0.688 -1.364 -1.048 1.040 2.759 -0.716
C -0.449 -1.412 -0.064 1.916 -0.636 -3.280 -0.730
C 0.101 -0.010 -0.006 1.128 -2.051 -1.797 0.490
O 2.456 -0.824 0.037 -3.377 -1.764 -1.036 -0.339
F 3.074 0.266 0.516 1.565 2.565 1.137 -0.202
H 0.829 1.447 1.099 1.070 2.350 0.502 0.244
H -0.999 0.952 1.292 1.442 0.422 0.881 0.252
H 0.465 -0.047 1.941 -0.214 0.146 1.156 0.255
H 0.631 1.711 -1.068 0.307 -0.903 -1.020 0.224
H -0.674 0.828 -1.910 0.452 -0.419 0.282 0.231
H 0.962 0.020 -1.840 0.702 0.161 -0.938 0.276
H -0.603 -1.891 0.845 -0.609 -0.434 1.785 0.228
H -1.329 -1.428 -0.735 0.092 -0.003 0.524 0.233
H 0.297 -2.174 -0.617 -1.309 2.002 0.989 0.273
```
Forces are in eV/Å.

Computed, not measured: C23H38BiN2O3Si3 as an isolated structure, with ωB97M-V/def2-TZVPD.

Properties
charge = -1
HOMO energy = -4.817 eV
lowest unoccupied orbital energy = 2.732 eV
frontier orbital gap = 7.55 eV

The geometry in XYZ format:
```
70
Properties=species:S:1:pos:R:3:forces:R:3:nbo_charge:R:1
Bi 0.033 -0.402 -0.758 0.062 0.026 -0.032 0.798
C -1.860 2.819 0.103 0.024 -0.017 0.006 -1.114
Si -2.039 1.282 -0.964 0.001 0.015 0.069 1.176
C -2.366 1.833 -2.738 0.008 -0.021 -0.026 -1.115
C -3.577 0.352 -0.340 0.009 -0.004 -0.013 -0.467
C -4.750 1.059 -0.066 -0.004 0.004 0.012 -0.148
C -5.879 0.427 0.434 -0.005 0.016 0.001 -0.244
C -5.851 -0.940 0.671 -0.002 -0.021 0.007 -0.220
C -4.697 -1.660 0.393 -0.007 0.003 0.000 -0.205
C -3.555 -1.038 -0.117 0.000 -0.015 -0.005 -0.465
Si -2.022 -2.049 -0.587 -0.015 -0.040 -0.060 1.230
C -2.127 -2.395 -2.439 0.008 0.024 -0.021 -1.142
C -2.010 -3.689 0.313 0.048 0.008 0.060 -1.148
H -2.764 3.433 0.074 -0.017 0.003 -0.005 0.219
H -1.015 3.418 -0.237 0.011 0.013 -0.009 0.241
H -1.668 2.540 1.141 0.003 0.009 0.016 0.242
H -3.254 2.467 -2.799 -0.017 0.009 0.017 0.224
H -2.523 0.972 -3.390 -0.007 0.001 -0.025 0.232
H -1.515 2.397 -3.124 0.010 0.015 -0.010 0.233
H -4.784 2.131 -0.233 -0.004 0.017 -0.001 0.188
H -6.775 0.999 0.647 0.001 0.001 -0.001 0.200
H -6.723 -1.442 1.071 -0.003 0.000 0.001 0.201
H -4.686 -2.729 0.580 -0.002 -0.014 0.002 0.203
H -3.018 -2.975 -2.694 -0.018 -0.005 0.026 0.227
H -1.237 -2.954 -2.734 0.000 -0.018 -0.013 0.269
H -2.165 -1.467 -3.018 0.005 0.000 -0.025 0.222
H -2.729 -4.376 -0.140 0.002 -0.012 -0.015 0.224
H -2.246 -3.585 1.372 -0.019 -0.006 0.010 0.230
H -1.006 -4.108 0.222 0.002 -0.024 -0.028 0.281
C -0.755 -1.495 2.536 -0.052 0.019 0.008 -0.673
C 0.071 -0.252 2.564 0.019 0.008 0.011 0.288
C 0.510 0.283 3.750 -0.016 -0.001 0.021 -0.356
C 1.292 1.449 3.717 0.011 0.003 0.014 -0.137
C 1.611 2.036 2.532 -0.035 0.011 0.011 -0.326
C 1.151 1.472 1.295 0.040 -0.060 -0.039 0.444
N 0.373 0.328 1.382 -0.027 0.035 -0.006 -0.609
N 1.393 1.918 0.096 -0.001 0.013 0.030 -1.094
Si 2.389 3.181 -0.455 -0.011 0.010 -0.020 1.810
C 1.854 4.879 0.165 -0.029 0.011 0.001 -1.126
C 4.195 2.947 0.010 0.019 -0.034 0.008 -1.128
C 2.253 3.182 -2.323 -0.001 -0.005 0.001 -1.120
H -1.745 -1.273 2.124 0.013 -0.015 0.021 0.223
H -0.880 -1.887 3.544 -0.008 -0.007 0.002 0.211
H -0.270 -2.245 1.909 0.020 -0.014 -0.016 0.285
H 0.256 -0.201 4.682 -0.003 0.002 0.001 0.208
H 1.650 1.884 4.644 0.001 -0.001 0.006 0.202
H 2.216 2.931 2.494 0.008 0.006 -0.014 0.206
H 1.954 4.966 1.249 0.001 0.007 0.019 0.225
H 0.805 5.062 -0.083 -0.014 0.016 -0.001 0.229
H 2.450 5.674 -0.291 0.019 0.005 -0.011 0.223
H 4.336 2.954 1.093 0.000 -0.001 0.008 0.227
H 4.822 3.736 -0.415 0.002 0.011 -0.005 0.222
H 4.559 1.987 -0.362 0.005 -0.009 -0.003 0.240
H 1.233 3.423 -2.634 -0.018 -0.006 0.000 0.228
H 2.492 2.190 -2.712 0.006 -0.007 -0.013 0.239
H 2.929 3.904 -2.786 0.012 0.022 -0.013 0.221
C 3.918 -4.173 0.141 -0.005 0.020 -0.074 -0.611
C 3.296 -3.179 -0.835 -0.009 -0.053 0.007 0.124
C 3.855 -1.776 -0.614 -0.020 -0.001 -0.024 -0.617
O 3.569 -3.590 -2.168 0.045 -0.014 0.028 -0.760
C 1.758 -3.148 -0.634 0.046 0.008 0.081 0.759
O 1.065 -3.443 -1.639 -0.067 0.055 0.041 -0.780
O 1.341 -2.790 0.493 0.003 -0.009 -0.065 -0.790
H 5.002 -4.202 0.001 -0.004 0.013 -0.002 0.193
H 3.521 -5.172 -0.044 -0.001 0.000 0.012 0.206
H 3.690 -3.884 1.166 -0.001 -0.002 0.024 0.217
H 4.932 -1.775 -0.801 0.007 -0.014 0.014 0.197
H 3.660 -1.443 0.406 0.002 0.009 0.003 0.218
H 3.389 -1.071 -1.306 -0.005 -0.005 0.005 0.210
H 2.671 -3.708 -2.535 -0.027 0.006 -0.009 0.498
```
Forces are in eV/Å.

Computed, not measured: a 2-piece molecular cluster, C4H10O2S overall at a distorted geometry, with ωB97M-V/def2-TZVPD.

Properties
HOMO energy = -8.874 eV
relative energy (zero: lowest compared OMol25 entry of this formula, charge and spin) = 62.04 kcal per mole
lowest unoccupied orbital energy = 0.545 eV
frontier orbital gap = 9.42 eV
structure (SMILES) = O=CCCCS.O

The geometry in XYZ format:
```
17
Properties=species:S:1:pos:R:3:forces:R:3:nbo_charge:R:1
O 0.476 0.926 1.736 -1.810 1.451 -1.502 -0.564
C -0.444 1.420 1.060 0.669 -1.318 1.800 0.429
C -1.783 0.642 0.839 3.417 1.402 -3.045 -0.495
C -1.505 -0.204 -0.561 1.472 1.351 0.130 -0.395
C -0.009 -0.713 -0.585 -0.891 -0.836 -5.743 -0.521
S 0.082 -2.491 -0.918 -1.178 -0.813 -0.503 -0.059
H -0.308 2.438 0.625 -0.178 -0.428 -0.076 0.137
H -1.964 0.181 1.771 -0.520 -1.234 0.485 0.239
H -2.477 1.388 0.552 -1.226 0.575 0.170 0.218
H -1.715 0.401 -1.513 0.013 -0.640 1.711 0.228
H -2.153 -1.054 -0.519 -0.417 -0.531 -0.237 0.228
H 0.881 -0.363 -1.233 -2.225 0.733 0.600 0.239
H 0.313 -0.669 0.315 2.134 0.481 5.889 0.201
H 1.329 -2.630 -0.533 0.700 -0.089 0.208 0.116
O 2.312 2.614 -0.437 -0.557 -0.250 0.117 -0.936
H 3.093 2.815 0.061 1.055 0.480 0.047 0.465
H 1.833 2.150 0.257 -0.456 -0.335 -0.050 0.469
```
Forces are in eV/Å.

> What is the formula in the second record?

C4H9FO